1.
{"formula": "C14H19B", "method": "ωB97M-V/def2-TZVPD", "homo_energy_ev": -8.4, "total_charge": 0, "smiles": "c1ccc(B2[C@H]3CCC[C@@H]2CCC3)cc1", "homo_lumo_gap_ev": 9.108, "lumo_energy_ev": 0.7, "e_above_lowest_ev": 0.000, "symbols": ["B", "C", "C", "C", "C", "C", "C", "C", "C", "C", "C", "C", "C", "C", "C", "H", "H", "H", "H", "H", "H", "H", "H", "H", "H", "H", "H", "H", "H", "H", "H", "H", "H", "H"], "coordinates": [[-0.053, 0.120, 0.013], [-2.214, 3.742, -0.287], [-1.337, 3.574, 0.817], [-2.452, 2.810, -1.296], [-0.612, 2.441, 0.820], [-1.656, 1.702, -1.277], [-0.765, 1.489, -0.197], [1.235, -1.800, 1.744], [1.105, -2.167, -1.433], [2.067, -0.637, 1.252], [-0.333, -1.687, 1.675], [1.855, -0.742, -1.428], [-0.447, -2.114, -1.016], [1.520, -0.086, -0.074], [-0.834, -1.249, 0.240], [-2.954, 4.556, -0.219], [-1.141, 4.384, 1.417], [-3.174, 2.920, -2.076], [0.189, 2.444, 1.538], [-1.754, 0.935, -2.021], [1.495, -2.099, 2.816], [1.591, -2.750, 1.277], [1.560, -2.918, -0.785], [1.129, -2.573, -2.426], [1.953, 0.201, 2.030], [3.191, -0.768, 1.151], [-0.822, -0.991, 2.489], [-0.789, -2.642, 1.820], [1.553, -0.200, -2.320], [2.918, -1.095, -1.668], [-1.059, -1.746, -1.904], [-0.897, -3.050, -0.657], [1.792, 1.018, -0.208], [-1.861, -1.022, 0.192]], "lowdin_charge": [-0.266, -0.076, -0.076, -0.086, -0.063, -0.045, -0.092, -0.208, -0.156, -0.167, -0.121, -0.125, -0.119, -0.257, -0.234, 0.102, 0.078, 0.099, 0.113, 0.106, 0.121, 0.103, 0.085, 0.082, 0.131, 0.132, 0.150, 0.086, 0.104, 0.128, 0.123, 0.104, 0.141, 0.104]}

---

2.
{"formula": "C50H52N5O3RbS2", "method": "ωB97M-V/def2-TZVPD", "homo_energy_ev": -1.5, "total_charge": -2, "homo_lumo_gap_ev": 5.076, "lumo_energy_ev": 3.6, "e_above_lowest_ev": 1.595, "symbols": ["Rb", "C", "N", "C", "C", "N", "C", "C", "C", "C", "C", "C", "C", "S", "C", "C", "C", "C", "C", "C", "S", "H", "H", "H", "H", "H", "H", "H", "H", "H", "H", "H", "H", "H", "H", "H", "H", "H", "H", "N", "C", "C", "C", "C", "C", "C", "C", "C", "N", "C", "H", "H", "H", "H", "H", "H", "H", "H", "C", "C", "C", "C", "C", "C", "C", "O", "C", "C", "C", "H", "H", "H", "H", "H", "H", "H", "H", "H", "H", "H", "H", "C", "C", "C", "C", "C", "C", "N", "C", "C", "C", "C", "C", "C", "C", "O", "O", "C", "C", "H", "H", "H", "H", "H", "H", "H", "H", "H", "H", "H", "H", "H", "H"], "coordinates": [[-0.466, -1.351, 0.000], [3.105, -0.564, -1.222], [3.302, -1.950, -0.854], [4.392, -2.112, 0.097], [4.111, -3.136, 1.188], [3.130, -2.721, 2.167], [2.522, -3.885, 2.797], [3.433, -1.650, 3.029], [4.740, -1.158, 3.121], [5.081, -0.083, 3.936], [4.095, 0.519, 4.700], [2.791, 0.051, 4.618], [2.399, -1.011, 3.784], [0.691, -1.397, 3.678], [3.300, -2.836, -1.983], [4.111, -2.551, -3.079], [4.077, -3.309, -4.240], [3.185, -4.375, -4.306], [2.384, -4.681, -3.221], [2.421, -3.951, -2.009], [1.450, -4.449, -0.658], [4.003, -0.071, -1.643], [2.790, 0.001, -0.346], [2.320, -0.502, -1.974], [4.593, -1.134, 0.540], [5.314, -2.428, -0.420], [5.070, -3.439, 1.652], [3.701, -4.023, 0.702], [3.295, -4.509, 3.284], [2.019, -4.476, 2.032], [1.795, -3.572, 3.539], [5.526, -1.627, 2.544], [6.108, 0.266, 3.969], [4.332, 1.353, 5.353], [2.003, 0.537, 5.180], [4.788, -1.703, -3.022], [4.735, -3.075, -5.070], [3.118, -4.974, -5.209], [1.699, -5.519, -3.267], [2.203, 1.622, 1.408], [1.638, 2.863, 1.365], [2.369, 4.015, 1.144], [1.745, 5.272, 1.080], [0.395, 5.405, 1.253], [-0.387, 4.248, 1.488], [-1.784, 4.302, 1.708], [-2.477, 3.150, 1.924], [-1.782, 1.922, 1.881], [-0.494, 1.827, 1.691], [0.216, 2.973, 1.518], [1.668, 0.905, 1.893], [3.191, 1.583, 1.605], [3.443, 3.936, 1.023], [2.355, 6.150, 0.902], [-0.086, 6.375, 1.223], [-2.284, 5.264, 1.698], [-3.544, 3.155, 2.100], [-2.327, 0.991, 2.004], [5.062, 0.759, -6.225], [3.765, 0.728, -5.464], [3.505, 1.639, -4.450], [2.328, 1.602, -3.713], [2.135, 2.612, -2.615], [1.375, 0.613, -4.021], [0.129, 0.487, -3.245], [-0.111, 1.067, -2.207], [1.621, -0.317, -5.048], [0.664, -1.437, -5.376], [2.810, -0.238, -5.753], [5.708, 1.561, -5.870], [4.885, 0.906, -7.292], [5.593, -0.188, -6.107], [4.248, 2.392, -4.211], [2.975, 3.308, -2.600], [2.062, 2.129, -1.640], [1.210, 3.174, -2.745], [-0.627, -0.203, -3.658], [0.569, -2.130, -4.537], [1.041, -2.004, -6.226], [-0.332, -1.070, -5.627], [3.013, -0.968, -6.529], [-6.676, 0.425, 5.572], [-7.255, -0.015, 4.250], [-8.593, -0.394, 4.197], [-9.142, -0.887, 3.023], [-8.360, -0.974, 1.888], [-7.026, -0.564, 1.903], [-6.293, -0.715, 0.713], [-5.436, 0.231, 0.178], [-5.732, 1.597, 0.276], [-4.931, 2.543, -0.339], [-3.815, 2.150, -1.067], [-3.517, 0.799, -1.161], [-4.303, -0.175, -0.556], [-3.905, -1.648, -0.696], [-4.797, -2.500, -0.466], [-2.725, -1.877, -1.044], [-6.458, -0.093, 3.100], [-4.995, 0.256, 3.145], [-7.426, 0.344, 6.358], [-6.327, 1.460, 5.539], [-5.825, -0.195, 5.856], [-9.201, -0.318, 5.091], [-10.180, -1.196, 2.996], [-8.761, -1.363, 0.960], [-6.015, -1.662, 0.403], [-6.614, 1.896, 0.833], [-5.183, 3.594, -0.250], [-3.178, 2.885, -1.542], [-2.649, 0.477, -1.723], [-4.801, 1.208, 2.647], [-4.413, -0.502, 2.617], [-4.619, 0.326, 4.162]], "lowdin_charge": [0.621, -0.090, -0.157, -0.171, -0.214, -0.141, -0.120, -0.262, -0.070, -0.148, -0.152, -0.178, -0.694, 0.413, -0.282, -0.063, -0.146, -0.141, -0.157, -0.688, 0.471, 0.088, 0.062, 0.071, 0.101, 0.122, 0.110, 0.071, 0.083, 0.029, 0.003, 0.086, 0.077, 0.079, 0.074, 0.103, 0.076, 0.084, 0.078, 0.152, -0.256, -0.048, -0.111, -0.078, -0.165, -0.023, -0.056, -0.118, 0.138, -0.153, 0.068, 0.103, 0.103, 0.092, 0.095, 0.109, 0.090, 0.106, -0.050, -0.260, -0.012, -0.196, -0.029, -0.121, -0.196, 0.012, -0.196, -0.032, -0.019, 0.070, 0.077, 0.078, 0.111, 0.076, 0.070, 0.090, 0.128, 0.095, 0.075, 0.080, 0.117, -0.060, -0.235, -0.080, -0.106, -0.030, -0.205, 0.089, -0.219, -0.049, -0.122, -0.105, -0.035, -0.062, -0.642, -0.028, -0.244, -0.150, -0.016, 0.066, 0.083, 0.079, 0.095, 0.091, 0.108, 0.107, 0.112, 0.095, 0.098, 0.091, 0.063, 0.099, 0.071]}

---

3.
{"formula": "C4H16N2O2", "method": "ωB97M-V/def2-TZVPD", "homo_energy_ev": [-14.0, -13.9], "total_charge": 1, "homo_lumo_gap_ev": [10.607, 5.320], "lumo_energy_ev": [-3.4, -8.6], "s_squared": 0.7543, "e_above_lowest_ev": 1.672, "multiplicity": 2, "symbols": ["C", "C", "C", "C", "N", "N", "H", "H", "H", "H", "H", "H", "H", "H", "H", "H", "H", "H", "H", "H", "O", "H", "H", "O"], "coordinates": [[0.009, 1.847, 1.558], [-1.108, 0.833, 1.883], [-1.212, -0.359, 0.893], [-1.694, 0.144, -0.493], [-0.958, -0.508, -1.583], [1.186, 1.101, 1.122], [-0.207, 2.516, 0.738], [0.279, 2.423, 2.442], [-0.999, 0.423, 2.885], [-2.026, 1.400, 1.767], [-1.995, -0.980, 1.322], [-0.267, -0.897, 0.821], [-2.775, 0.002, -0.510], [-1.381, 1.175, -0.560], [-1.217, -0.059, -2.458], [-1.295, -1.451, -1.732], [1.586, 0.459, 1.808], [1.000, 0.672, 0.211], [1.966, 1.169, -1.679], [2.083, -0.336, -1.877], [2.613, 0.459, -1.731], [0.600, -3.382, -0.170], [0.674, -2.011, -0.784], [0.621, -2.907, -1.001]], "lowdin_charge": [-0.146, -0.135, -0.183, -0.249, 0.009, 0.326, 0.130, 0.142, 0.127, 0.134, 0.122, 0.083, 0.126, 0.095, 0.091, 0.081, 0.171, 0.099, 0.022, 0.028, -0.040, 0.049, -0.063, -0.020]}

---

4.
{"formula": "C10H18Cl12", "method": "ωB97M-V/def2-TZVPD", "homo_energy_ev": -10.6, "total_charge": 0, "smiles": "ClC(Cl)Cl.ClC(Cl)Cl.ClC(Cl)Cl.ClC(Cl)Cl.CCCCCC", "homo_lumo_gap_ev": 10.957, "lumo_energy_ev": 0.3, "e_above_lowest_ev": 0.000, "symbols": ["C", "C", "C", "C", "C", "C", "H", "H", "H", "H", "H", "H", "H", "H", "H", "H", "H", "H", "H", "H", "C", "Cl", "Cl", "Cl", "H", "C", "Cl", "Cl", "Cl", "H", "C", "Cl", "Cl", "Cl", "H", "C", "Cl", "Cl", "Cl", "H"], "coordinates": [[0.767, 2.793, 0.795], [1.694, 1.966, -0.114], [1.505, 2.449, -1.557], [2.431, 1.748, -2.560], [2.005, 1.969, -4.024], [2.120, 3.429, -4.463], [-0.182, 2.999, 0.302], [1.253, 3.744, 1.028], [0.544, 2.290, 1.739], [2.721, 1.949, 0.249], [1.315, 0.941, -0.061], [1.670, 3.524, -1.633], [0.456, 2.258, -1.799], [3.443, 2.131, -2.411], [2.418, 0.670, -2.384], [2.686, 1.397, -4.655], [0.978, 1.618, -4.118], [1.900, 4.131, -3.647], [3.115, 3.757, -4.775], [1.438, 3.832, -5.218], [-3.338, 0.579, 4.685], [-4.103, 0.025, 6.155], [-1.708, -0.060, 4.444], [-3.308, 2.357, 4.643], [-3.914, 0.321, 3.805], [-2.059, -1.840, 0.775], [-3.568, -1.001, 1.143], [-0.673, -0.824, 1.226], [-2.032, -2.278, -0.929], [-1.946, -2.746, 1.352], [1.256, -3.941, -1.237], [1.668, -2.746, -2.487], [1.674, -3.302, 0.369], [2.064, -5.463, -1.540], [0.183, -4.077, -1.228], [-2.959, -4.983, 3.695], [-3.193, -3.350, 4.280], [-1.253, -5.435, 3.794], [-3.555, -5.172, 2.032], [-3.514, -5.661, 4.330]], "lowdin_charge": [-0.122, -0.265, -0.237, -0.222, -0.255, -0.122, 0.069, 0.070, 0.056, 0.109, 0.067, 0.101, 0.116, 0.115, 0.095, 0.098, 0.102, 0.056, 0.070, 0.067, -1.569, 0.545, 0.497, 0.514, -0.024, -1.533, 0.538, 0.511, 0.559, -0.030, -1.557, 0.507, 0.498, 0.543, -0.031, -1.542, 0.531, 0.529, 0.530, 0.012]}

---

5.
{"formula": "C23H55BrFI2N4O6", "method": "ωB97M-V/def2-TZVPD", "homo_energy_ev": -11.8, "total_charge": 1, "homo_lumo_gap_ev": 7.113, "lumo_energy_ev": -4.7, "symbols": ["C", "C", "C", "Br", "N", "C", "C", "N", "C", "I", "C", "C", "I", "N", "F", "C", "C", "C", "N", "H", "H", "H", "H", "H", "H", "H", "H", "H", "H", "H", "H", "H", "H", "H", "H", "H", "H", "H", "C", "C", "O", "H", "H", "H", "H", "H", "H", "C", "C", "O", "H", "H", "H", "H", "H", "H", "C", "C", "O", "H", "H", "H", "H", "H", "H", "C", "C", "O", "H", "H", "H", "H", "H", "H", "C", "C", "O", "H", "H", "H", "H", "H", "H", "C", "C", "O", "H", "H", "H", "H", "H", "H"], "coordinates": [[0.432, 2.069, -1.433], [0.040, 0.525, -1.372], [1.013, -0.316, -0.399], [2.814, -0.304, -1.221], [0.434, -1.661, -0.156], [0.195, -2.443, -1.393], [1.135, -2.408, 0.852], [0.714, -2.243, 2.095], [-0.410, -1.336, 2.449], [-2.374, -2.062, 1.800], [-0.278, -0.148, 3.152], [-1.515, 0.776, 3.552], [1.679, 0.493, 3.792], [2.201, -3.326, 0.427], [1.702, -4.601, 0.238], [3.333, -3.440, 1.386], [4.373, -2.233, 1.309], [4.584, -1.143, 2.436], [5.110, -2.203, 0.240], [1.457, 2.134, -1.898], [-0.292, 2.568, -2.167], [0.376, 2.527, -0.392], [-1.057, 0.345, -1.128], [0.202, 0.112, -2.418], [0.994, 0.236, 0.593], [-0.009, -3.546, -1.185], [1.012, -2.375, -2.169], [-0.761, -2.051, -1.876], [1.139, -2.763, 2.869], [-1.998, 1.243, 2.642], [-2.298, 0.124, 4.051], [-1.204, 1.579, 4.294], [3.039, -3.633, 2.463], [3.927, -4.356, 1.059], [5.713, -1.011, 2.543], [4.230, -1.572, 3.418], [4.174, -0.123, 2.189], [5.772, -1.412, 0.280], [-6.713, -3.573, 1.248], [-6.977, -2.218, 1.875], [-6.307, -2.112, 3.128], [-7.051, -4.374, 1.909], [-7.227, -3.667, 0.289], [-5.640, -3.723, 1.088], [-8.044, -2.081, 2.053], [-6.629, -1.411, 1.221], [-5.365, -2.225, 2.963], [-4.427, 4.651, -2.521], [-3.408, 3.993, -1.611], [-2.226, 3.674, -2.344], [-4.681, 3.990, -3.353], [-5.339, 4.897, -1.973], [-4.021, 5.569, -2.956], [-3.809, 3.066, -1.196], [-3.139, 4.655, -0.783], [-1.873, 4.498, -2.700], [-5.194, -7.507, -0.578], [-6.657, -7.326, -0.223], [-7.248, -6.330, -1.049], [-4.651, -6.566, -0.458], [-4.728, -8.266, 0.055], [-5.084, -7.808, -1.624], [-6.761, -7.005, 0.816], [-7.208, -8.263, -0.351], [-7.162, -6.622, -1.964], [8.342, 1.994, -1.064], [7.017, 1.270, -0.942], [7.167, 0.093, -0.146], [9.094, 1.343, -1.516], [8.240, 2.891, -1.675], [8.718, 2.281, -0.078], [6.654, 0.966, -1.925], [6.261, 1.912, -0.480], [7.479, 0.368, 0.725], [-3.081, 6.016, 3.380], [-2.559, 4.958, 2.429], [-2.423, 5.494, 1.117], [-4.048, 6.394, 3.040], [-3.196, 5.613, 4.389], [-2.400, 6.871, 3.420], [-3.253, 4.116, 2.376], [-1.585, 4.583, 2.759], [-1.803, 6.232, 1.167], [6.247, 2.472, -5.012], [5.349, 3.112, -3.971], [6.123, 3.579, -2.869], [6.802, 1.637, -4.578], [5.663, 2.105, -5.859], [6.985, 3.190, -5.380], [4.628, 2.387, -3.590], [4.798, 3.956, -4.397], [6.752, 4.226, -3.209]], "lowdin_charge": [-0.111, -0.266, -0.633, 0.767, -0.157, -0.071, -0.191, 0.118, -0.697, 0.919, -0.714, -0.162, 0.955, -0.032, 0.004, -0.093, -0.372, -0.103, 0.133, 0.047, 0.068, 0.089, 0.121, 0.103, 0.087, 0.108, 0.092, 0.111, 0.161, 0.086, 0.072, 0.074, 0.117, 0.152, 0.091, 0.053, 0.027, 0.026, -0.092, -0.317, -0.095, 0.080, 0.077, 0.058, 0.117, 0.106, 0.017, -0.087, -0.312, -0.108, 0.076, 0.076, 0.074, 0.112, 0.080, 0.087, -0.095, -0.322, -0.092, 0.067, 0.074, 0.074, 0.106, 0.110, 0.082, -0.081, -0.312, -0.111, 0.083, 0.060, 0.077, 0.105, 0.110, 0.084, -0.088, -0.323, -0.098, 0.081, 0.076, 0.076, 0.110, 0.103, 0.091, -0.086, -0.314, -0.100, 0.071, 0.077, 0.077, 0.104, 0.110, 0.087]}

---

6.
{"formula": "C4H6BrN", "method": "ωB97M-V/def2-TZVPD", "homo_energy_ev": -9.5, "total_charge": 0, "smiles": "C#CBr.C=NC", "homo_lumo_gap_ev": 10.126, "lumo_energy_ev": 0.6, "e_above_lowest_ev": 2.540, "symbols": ["C", "C", "C", "C", "N", "Br", "H", "H", "H", "H", "H", "H"], "coordinates": [[-1.899, 1.747, -0.170], [1.152, -0.121, -0.257], [-2.713, 0.867, -0.174], [-0.768, -1.400, 0.049], [0.104, -0.965, -0.734], [-4.061, -0.326, -0.206], [-1.138, 2.468, -0.160], [1.127, 0.050, 0.826], [2.102, -0.576, -0.541], [1.082, 0.833, -0.782], [-0.801, -1.196, 1.124], [-1.531, -2.048, -0.355]], "lowdin_charge": [0.020, -0.164, -0.767, -0.139, -0.088, 0.773, 0.023, 0.074, 0.075, 0.068, 0.081, 0.043]}

---

7.
{"formula": "C3H3NS", "method": "ωB97M-V/def2-TZVPD", "homo_energy_ev": -8.6, "total_charge": 0, "smiles": "C#CC(N)=S", "homo_lumo_gap_ev": 8.035, "lumo_energy_ev": -0.5, "e_above_lowest_ev": 1.399, "symbols": ["C", "C", "C", "N", "S", "H", "H", "H"], "coordinates": [[-0.653, 1.518, 1.597], [-0.707, 0.683, 0.703], [-0.999, -0.268, -0.268], [-0.022, -0.887, -1.052], [-2.583, -0.622, -0.600], [-0.702, 2.023, 2.578], [0.831, -0.385, -1.173], [-0.108, -1.423, -1.888]], "lowdin_charge": [0.144, -0.195, -0.892, 0.053, 0.660, 0.061, 0.083, 0.085]}

---

8.
{"formula": "C10H13NOS", "method": "ωB97M-V/def2-TZVPD", "homo_energy_ev": [-6.3, -9.2], "total_charge": 0, "homo_lumo_gap_ev": [7.072, 6.536], "lumo_energy_ev": [0.8, -2.7], "s_squared": 2.0581, "e_above_lowest_ev": 0.000, "multiplicity": 3, "symbols": ["C", "C", "C", "C", "C", "C", "C", "C", "C", "C", "N", "O", "S", "H", "H", "H", "H", "H", "H", "H", "H", "H", "H", "H", "H", "H"], "coordinates": [[2.935, 1.339, 0.450], [3.018, -1.071, 0.415], [4.069, 1.316, -0.332], [4.152, -0.955, -0.343], [2.352, 0.106, 0.883], [-0.942, 2.087, 1.072], [-0.894, 0.806, 0.393], [-3.008, -0.303, -0.132], [-0.793, -1.315, -0.836], [-1.524, -0.500, 0.228], [4.680, 0.208, -0.718], [1.336, 0.061, 1.624], [-0.015, 1.909, -0.501], [2.524, 2.278, 0.792], [2.636, -2.038, 0.711], [4.538, 2.240, -0.652], [4.690, -1.835, -0.678], [-1.844, 2.692, 1.038], [-0.326, 2.224, 1.951], [-3.524, 0.265, 0.637], [-3.484, -1.274, -0.230], [-3.095, 0.227, -1.078], [0.256, -1.408, -0.573], [-0.866, -0.825, -1.804], [-1.225, -2.307, -0.913], [-1.462, -1.017, 1.193]], "lowdin_charge": [-0.010, 0.029, -0.139, -0.140, -0.423, -0.332, -0.646, -0.064, -0.065, -0.441, 0.078, 0.068, 0.918, 0.102, 0.120, 0.111, 0.109, 0.067, 0.063, 0.077, 0.074, 0.083, 0.058, 0.082, 0.079, 0.142]}

---

Number 1: E -15500.923 eV. Number 2: E -88617.870 eV. Number 3: E -11473.388 eV. Number 4: E -160930.801 eV. Number 5: E -131936.335 eV. Number 6: E -75774.380 eV. Number 7: E -15482.358 eV. Number 8: E -24949.430 eV.